No. 1
49
Properties=species:S:1:pos:R:3:forces:R:3 method="wB97M-V/def2-TZVPD" energy_ev=-110367.3499 total_charge=+1 lumo_energy_ev=-4.766
C -1.470 2.487 1.338 0.1 -1.1 -0.5
C -1.730 2.009 -0.198 2.6 1.1 -1.3
I -3.646 1.038 -0.672 1.7 0.7 0.3
C -0.705 2.202 -1.209 -2.4 -1.0 2.9
I 1.200 3.199 -0.707 -1.6 -1.0 -0.8
S -1.040 1.579 -2.952 0.1 0.5 0.4
C 0.571 1.123 -3.768 1.0 -1.0 -0.8
C 0.734 -0.457 -4.057 4.5 -1.8 1.5
O 1.841 -0.982 -3.758 -5.4 2.4 -1.5
Cl -0.597 -1.477 -4.795 1.3 1.6 0.9
H -0.946 3.499 1.414 -0.9 -1.4 -0.3
H -0.765 1.685 1.786 -1.0 1.3 -0.7
H -2.415 2.465 1.981 1.2 0.1 -1.3
H -1.718 0.359 -2.816 0.9 0.7 0.3
H 1.468 1.425 -3.126 -1.5 -0.5 -0.6
H 0.682 1.672 -4.776 -0.6 -0.7 1.6
C 3.985 -4.376 -2.267 0.0 0.3 0.5
C 4.256 -3.147 -3.122 -0.5 -0.1 -0.3
O 5.635 -3.237 -3.476 0.2 -0.7 0.4
S 6.045 -4.804 -3.609 0.2 -0.2 -0.2
O 5.987 -5.167 -4.993 0.2 0.1 1.1
O 7.195 -5.040 -2.791 -0.8 0.2 -0.8
O 4.743 -5.427 -2.867 0.3 0.4 -0.6
H 4.349 -4.235 -1.245 -0.1 0.0 0.0
H 2.926 -4.637 -2.242 0.2 -0.2 -0.1
H 4.056 -2.217 -2.588 0.3 -0.1 -0.1
H 3.667 -3.170 -4.044 0.0 0.0 0.1
C -5.460 -3.779 1.849 0.6 -0.3 -0.1
C -4.698 -2.589 2.412 -0.3 -0.3 0.7
O -4.858 -1.555 1.439 -0.4 -0.2 -0.8
S -6.308 -1.719 0.725 -0.4 -0.3 0.5
O -7.227 -0.828 1.366 0.7 -0.6 -0.9
O -6.111 -1.744 -0.695 0.0 0.4 0.9
O -6.624 -3.226 1.233 0.1 1.0 -0.1
H -4.878 -4.292 1.078 0.0 0.0 0.1
H -5.742 -4.492 2.624 -0.2 0.2 -0.1
H -3.642 -2.809 2.571 -0.1 0.2 -0.2
H -5.143 -2.243 3.349 0.1 -0.1 0.0
C 1.530 5.750 3.139 0.6 0.5 0.2
C 2.604 4.768 3.590 0.1 -0.1 -0.6
O 2.051 4.111 4.732 -1.0 0.3 0.0
S 0.441 4.004 4.547 0.2 0.0 0.4
O 0.138 2.697 4.027 -0.1 1.1 0.5
O -0.182 4.552 5.712 0.4 -0.8 -0.9
O 0.291 5.071 3.332 0.1 -0.9 0.2
H 1.530 6.647 3.764 0.0 0.0 -0.1
H 1.646 6.036 2.093 -0.2 -0.1 0.1
H 3.540 5.264 3.846 -0.2 -0.1 0.2
H 2.792 4.009 2.824 0.0 0.1 0.0

***

No. 2
50
Properties=species:S:1:pos:R:3:forces:R:3 method="wB97M-V/def2-TZVPD" energy_ev=-38313.4076 total_charge=-1 lumo_energy_ev=1.485 smiles="N#Cc1c(-c2cccc(NC(=O)CCCC(=O)[O-])c2)cc(-c2ccccc2O)nc1N" de_lowest_kcal_mol=0.0
N -0.014 3.614 4.250 -1.0 -0.7 -1.6
C -0.574 3.137 3.341 1.4 0.7 1.9
C -1.339 2.548 2.309 1.3 -0.3 -1.4
C -0.788 1.862 1.192 0.2 -1.6 -0.5
C 0.643 1.453 0.961 0.0 0.1 0.5
C 1.676 2.304 1.322 1.4 0.1 -0.1
C 3.017 1.902 1.196 -1.1 -1.2 -0.7
C 3.291 0.615 0.677 0.9 2.1 0.9
C 2.289 -0.212 0.247 -1.7 -0.3 0.0
N 2.680 -1.399 -0.355 0.3 -0.6 -0.6
C 2.011 -2.519 -0.784 -1.2 -0.3 -0.3
O 0.803 -2.744 -0.649 0.7 0.8 0.3
C 2.858 -3.577 -1.492 0.2 0.6 0.1
C 3.995 -4.111 -0.618 0.4 -0.3 -0.4
C 5.380 -3.933 -1.253 -0.7 -0.6 0.7
C 5.999 -2.568 -1.079 2.4 0.4 0.0
O 7.237 -2.544 -0.856 -0.8 -0.3 -0.1
O 5.294 -1.542 -1.222 -1.3 0.5 0.0
C 0.960 0.196 0.409 -0.2 0.3 0.3
C -1.690 1.312 0.278 -0.8 0.4 -0.1
C -3.056 1.578 0.427 0.5 -0.4 -0.7
C -4.024 1.105 -0.594 0.7 -0.6 0.9
C -3.822 -0.120 -1.218 -0.4 0.1 -0.4
C -4.699 -0.529 -2.199 0.6 -1.5 -0.2
C -5.824 0.181 -2.513 -0.9 1.1 0.2
C -6.105 1.366 -1.831 1.1 -0.2 0.3
C -5.165 1.835 -0.870 -1.2 0.5 -1.2
O -5.353 3.055 -0.318 -0.4 -0.1 -0.1
N -3.545 2.289 1.436 -0.4 -0.6 -1.0
C -2.709 2.726 2.343 -0.6 0.5 0.6
N -3.322 3.405 3.334 0.2 0.6 1.3
H 1.514 3.318 1.639 -0.4 0.2 0.3
H 3.801 2.600 1.441 0.2 -0.1 0.1
H 4.310 0.280 0.600 0.3 -0.1 -0.2
H 3.659 -1.333 -0.678 0.5 -0.7 -0.1
H 3.255 -3.178 -2.439 0.0 0.1 0.4
H 2.212 -4.406 -1.746 -0.5 0.1 0.0
H 3.974 -3.620 0.352 0.0 -0.1 0.2
H 3.848 -5.197 -0.472 -0.1 0.5 0.1
H 6.028 -4.666 -0.793 0.4 -0.1 0.0
H 5.290 -4.179 -2.306 0.2 0.0 -0.4
H 0.190 -0.498 0.136 -0.2 -0.2 -0.1
H -1.393 0.740 -0.605 0.2 0.4 0.5
H -3.019 -0.782 -0.943 0.3 0.1 0.1
H -4.523 -1.477 -2.708 0.0 0.2 0.1
H -6.502 -0.183 -3.285 0.1 0.1 0.2
H -6.981 1.941 -2.077 -0.1 0.2 0.1
H -4.746 3.108 0.450 -0.2 0.0 0.1
H -4.304 3.150 3.453 0.7 0.4 0.3
H -2.720 3.699 4.112 -1.0 -0.3 -0.3

***

No. 3
109
Properties=species:S:1:pos:R:3:forces:R:3 method="wB97M-V/def2-TZVPD" energy_ev=-160290.3945 spin_multiplicity=2 total_charge=0 lumo_energy_ev="0.413 / -1.479" de_lowest_kcal_mol=10.4
Sn -0.486 -1.283 -1.164 0.0 -0.2 0.8
C -0.150 -9.049 1.019 0.0 0.0 -0.1
C -0.323 -7.838 0.139 0.0 -0.1 0.0
C 0.133 -6.585 0.542 0.0 0.0 0.1
C -0.065 -5.462 -0.245 0.0 0.0 -0.2
C -0.758 -5.593 -1.443 0.0 -0.1 0.1
C -1.198 -6.836 -1.881 0.0 0.1 0.0
C -0.967 -7.951 -1.093 0.0 -0.1 0.1
S -1.168 -4.175 -2.415 -0.5 0.1 0.1
O -2.232 -3.454 -1.726 0.3 -0.4 -0.3
O -1.464 -4.639 -3.746 0.2 0.0 0.0
N 0.150 -3.238 -2.321 -0.4 0.6 -0.3
C 0.737 -2.784 -3.509 -0.1 0.0 0.1
C 1.150 -3.621 -4.556 0.0 -0.1 0.2
C 1.718 -3.055 -5.673 0.0 0.0 0.0
C 1.878 -1.673 -5.741 0.0 0.0 0.0
C 1.455 -0.922 -4.668 -0.1 -0.1 0.2
N 0.891 -1.453 -3.572 0.0 -0.2 0.0
H 0.437 -8.815 1.908 0.0 0.0 0.0
H 0.349 -9.859 0.481 0.0 0.0 0.0
H -1.124 -9.424 1.342 0.1 0.0 0.0
H 0.644 -6.483 1.494 0.0 0.0 -0.1
H 0.304 -4.491 0.059 0.0 -0.1 0.0
H -1.718 -6.911 -2.829 0.1 0.0 0.1
H -1.300 -8.926 -1.434 0.0 0.1 0.0
H 1.014 -4.689 -4.463 0.0 0.1 0.0
H 2.035 -3.681 -6.499 0.0 0.0 0.1
H 2.313 -1.194 -6.607 0.0 0.0 0.0
H 1.543 0.153 -4.680 0.0 0.2 0.0
C -5.045 2.741 2.724 0.0 -0.1 0.1
O -4.874 1.579 3.531 -0.2 0.3 -0.1
C -4.013 0.644 3.087 0.1 -0.1 -0.1
C -4.079 -0.593 3.767 -0.1 -0.1 0.1
C -3.374 -1.643 3.265 0.0 0.0 0.0
C -2.511 -1.507 2.149 0.0 0.0 0.1
C -2.034 -2.669 1.467 -0.1 -0.2 0.1
C -2.639 -4.022 1.773 0.1 0.0 0.0
O -1.167 -2.641 0.577 0.1 0.0 -0.3
C -2.269 -0.206 1.613 0.0 0.1 0.0
O -1.346 0.043 0.744 -0.2 -0.3 -0.2
C -3.130 0.838 2.052 0.1 0.2 -0.1
H -5.837 3.318 3.193 0.0 0.0 0.0
H -5.339 2.467 1.708 0.0 0.0 0.0
H -4.134 3.334 2.684 0.1 0.1 0.0
H -4.748 -0.696 4.613 0.1 0.0 -0.1
H -3.464 -2.610 3.746 -0.1 0.0 -0.1
H -3.715 -3.953 1.922 0.0 0.0 0.0
H -2.184 -4.449 2.671 0.0 0.0 0.0
H -2.429 -4.684 0.936 0.0 0.0 0.0
H -3.048 1.791 1.546 0.0 -0.1 0.0
C -1.407 1.182 -3.736 0.1 -0.1 0.2
C -0.552 1.893 -2.702 0.1 0.1 0.3
O 0.052 2.920 -2.987 -0.1 -0.2 0.2
N -0.575 1.255 -1.481 0.4 -0.3 -0.5
Te 0.579 1.703 0.065 0.4 1.3 0.0
C -0.569 2.979 1.319 -0.1 0.0 0.1
C -0.462 2.731 2.695 0.1 -0.2 -0.1
C 0.316 1.588 3.321 -0.3 0.1 -0.1
C -1.077 3.614 3.581 0.0 0.0 0.1
C -1.777 4.724 3.142 -0.1 0.0 0.0
C -2.343 5.726 4.115 0.1 0.0 -0.1
C -1.919 4.910 1.770 0.0 0.0 0.0
C -1.330 4.059 0.843 0.1 0.0 -0.1
C -1.492 4.365 -0.622 0.0 -0.2 0.1
C 2.106 3.155 -0.556 0.2 0.0 -0.1
C 2.876 2.820 -1.682 -0.2 -0.1 0.1
C 2.661 1.611 -2.552 0.0 0.1 0.0
C 3.923 3.646 -2.084 0.1 0.0 0.0
C 4.267 4.787 -1.389 0.1 0.0 0.0
C 5.419 5.660 -1.814 -0.1 0.0 0.0
C 3.540 5.077 -0.245 0.0 0.0 0.0
C 2.487 4.287 0.203 -0.1 -0.1 0.1
C 1.879 4.716 1.522 0.0 -0.1 -0.2
H -1.647 1.858 -4.551 0.0 0.1 0.0
H -2.314 0.793 -3.279 -0.1 0.0 0.0
H -0.841 0.332 -4.125 -0.1 0.0 0.0
H 0.854 0.980 2.600 0.1 -0.1 0.0
H -0.370 0.923 3.853 0.0 0.0 0.0
H 1.035 1.974 4.045 0.0 0.0 0.0
H -0.980 3.428 4.648 0.0 0.0 -0.1
H -2.436 5.303 5.115 0.0 0.0 0.0
H -3.321 6.084 3.789 0.0 0.0 0.0
H -1.682 6.594 4.178 0.0 0.0 0.0
H -2.480 5.767 1.405 0.0 -0.1 0.0
H -2.011 5.313 -0.761 0.0 0.0 0.0
H -2.068 3.581 -1.117 0.0 0.0 0.0
H -0.528 4.413 -1.128 0.0 0.0 -0.1
H 1.989 0.874 -2.129 -0.1 -0.1 0.0
H 3.615 1.119 -2.754 0.0 0.0 0.1
H 2.238 1.945 -3.496 0.0 0.0 -0.1
H 4.480 3.371 -2.977 0.0 0.0 0.1
H 5.898 5.273 -2.714 0.0 0.0 0.0
H 6.170 5.716 -1.023 0.0 0.0 0.0
H 5.081 6.680 -2.017 0.0 0.0 0.0
H 3.812 5.950 0.344 0.0 -0.1 0.0
H 2.549 5.419 2.016 0.0 0.0 0.0
H 1.735 3.872 2.192 0.0 0.0 0.1
H 0.916 5.210 1.389 0.0 -0.1 0.0
Br 5.373 -1.202 2.396 0.0 0.0 0.0
C 3.761 -1.337 1.401 0.0 0.0 0.0
C 3.806 -1.255 0.021 0.0 0.0 -0.1
C 2.615 -1.327 -0.695 0.1 -0.1 0.2
C 1.398 -1.450 -0.035 -0.4 0.3 -0.6
C 1.378 -1.558 1.349 0.2 0.0 0.2
C 2.562 -1.513 2.076 -0.1 0.0 0.0
H 4.754 -1.129 -0.487 0.0 0.0 0.0
H 2.647 -1.295 -1.776 0.0 0.1 0.0
H 0.437 -1.663 1.875 0.1 0.1 0.0
H 2.553 -1.605 3.156 0.0 0.0 0.0

***

No. 4
64
Properties=species:S:1:pos:R:3:forces:R:3 method="wB97M-V/def2-TZVPD" energy_ev=-74244.7080 total_charge=-1 lumo_energy_ev=2.655 de_lowest_kcal_mol=42.9
Au -1.044 -1.075 0.478 -0.3 0.5 -0.2
C 1.498 1.717 3.278 -3.2 -1.5 0.3
O 0.699 2.805 2.820 -0.6 0.7 0.1
P -0.599 2.553 1.789 1.4 -0.4 0.1
O -1.685 3.494 2.479 -0.8 1.3 -0.3
C -2.322 4.557 1.685 0.1 -0.9 0.3
O -0.162 3.576 0.561 0.5 -0.2 1.7
C 0.356 2.776 -0.483 -1.5 1.8 -2.7
H 1.107 1.334 4.333 1.1 0.8 -2.1
H 2.493 2.054 3.250 1.4 0.2 0.4
H 1.329 0.916 2.518 0.6 0.0 0.8
H -2.741 4.115 0.739 0.9 0.7 0.7
H -1.608 5.408 1.604 -0.7 -0.7 -0.4
H -3.174 4.835 2.286 -0.2 0.3 0.3
H 0.898 1.916 -0.232 0.7 -1.4 0.8
H 1.022 3.394 -1.150 -0.8 -0.4 0.7
H -0.606 2.518 -0.982 1.2 -0.5 -0.6
O -2.943 1.741 -0.025 -0.4 -1.2 1.1
C -3.483 0.778 0.545 0.0 1.1 -1.4
N -2.959 -0.453 0.744 0.3 -0.7 0.2
S -4.049 -1.638 1.151 -0.7 0.7 -0.3
O -3.729 -2.285 2.405 0.0 0.2 -0.9
O -4.354 -2.437 -0.032 0.3 0.6 1.5
C -5.359 -0.419 1.433 -0.9 0.4 -0.9
C -6.693 -0.559 1.792 0.1 1.5 0.4
C -7.509 0.597 1.945 1.9 -0.6 0.6
C -6.960 1.859 1.677 -0.2 -0.8 -0.8
C -5.714 1.980 1.033 -1.1 -2.5 1.5
C -4.923 0.829 0.989 0.4 0.2 0.1
H -7.120 -1.452 2.153 -0.2 -1.2 0.1
H -8.411 0.413 2.520 -0.2 0.5 -0.4
H -7.515 2.749 1.899 -0.3 0.3 0.0
H -5.426 2.916 0.697 1.0 1.5 -0.6
C 3.891 1.177 -0.388 0.9 -0.1 -0.2
C 4.391 -0.223 -0.214 0.0 -0.8 1.6
C 5.006 -0.833 -1.452 1.4 0.4 -0.2
C 5.371 -0.316 1.016 0.2 0.7 1.0
O 3.269 -1.053 0.217 0.1 -0.6 0.3
P 2.000 -1.329 -0.695 -1.1 -0.5 -0.5
O 1.780 -0.235 -1.649 -0.3 0.7 -0.7
O 0.850 -1.679 0.245 1.0 -0.4 0.2
O 2.382 -2.684 -1.511 0.1 1.0 2.5
C 1.632 -3.248 -2.573 1.2 0.0 -0.1
C 2.205 -4.664 -2.598 -1.5 0.0 -2.1
C 0.166 -3.255 -2.535 -2.6 0.3 1.8
C 2.044 -2.432 -3.764 0.0 -1.3 -1.3
H 4.741 1.739 -0.646 1.2 1.1 -0.5
H 3.521 1.617 0.489 -0.5 0.2 1.6
H 3.144 1.320 -1.117 -0.7 -0.3 -1.0
H 6.060 -0.471 -1.562 -0.9 0.4 -0.2
H 4.393 -0.546 -2.336 0.5 -0.8 0.5
H 5.224 -1.901 -1.271 -0.9 0.2 -0.4
H 6.314 0.320 0.967 -1.4 -0.4 -0.3
H 5.775 -1.326 1.161 -0.4 0.0 -0.2
H 4.831 -0.046 1.996 0.6 -0.3 -1.6
H 1.839 -5.323 -1.805 0.1 0.3 -0.1
H 3.250 -4.494 -2.563 1.1 -0.5 0.1
H 1.913 -5.061 -3.617 0.5 -0.1 1.1
H -0.233 -3.772 -1.619 0.3 0.1 -1.0
H -0.141 -3.752 -3.460 -0.3 -0.1 0.3
H -0.354 -2.262 -2.497 0.9 -0.6 -0.2
H 3.121 -2.428 -3.760 0.5 0.2 -0.4
H 1.655 -1.444 -3.676 -0.1 0.7 0.1
H 1.645 -2.904 -4.685 0.4 0.3 0.3

***

No. 5
12
Properties=species:S:1:pos:R:3:forces:R:3 method="wB97M-V/def2-TZVPD" energy_ev=-9348.3184 spin_multiplicity=2 total_charge=-1 lumo_energy_ev="4.092 / 4.057" de_lowest_kcal_mol=57.1
O 1.143 0.960 0.748 0.9 -0.5 0.4
C 0.061 -0.007 0.606 -0.3 2.8 -0.3
O -0.691 -0.164 1.586 0.2 -0.8 -0.3
C 0.329 1.496 -0.273 -1.2 -1.7 0.4
H -0.179 2.421 0.028 0.1 -0.2 -0.1
C 0.794 1.384 -1.691 0.2 0.0 -0.2
H 1.889 1.493 -1.758 -0.1 0.1 0.0
H 0.534 0.399 -2.109 0.2 0.3 0.0
H 0.327 2.161 -2.314 0.1 -0.1 0.0
H -0.932 -2.726 1.661 -0.6 -0.8 0.7
O -1.307 -3.554 2.071 0.6 0.9 -0.6
H -1.967 -3.863 1.444 0.1 0.1 0.0

***

No. 6
82
Properties=species:S:1:pos:R:3:forces:R:3 method="wB97M-V/def2-TZVPD" energy_ev=-152876.7405 spin_multiplicity=5 total_charge=+2 lumo_energy_ev="-8.930 / -8.896"
C 5.710 -2.462 -5.181 0.2 -0.3 -0.1
C 5.696 -1.403 -4.251 0.3 0.2 -0.6
C 6.796 -0.533 -4.303 0.4 0.0 0.1
C 7.869 -0.777 -5.172 -0.4 -0.7 -0.3
N 7.887 -1.832 -6.015 -0.6 0.2 0.4
C 6.815 -2.654 -6.031 0.5 0.7 0.4
C 4.624 -1.180 -3.276 0.7 -0.5 -0.4
C 3.815 -1.098 -2.382 1.2 0.3 -1.4
C 2.801 -1.215 -1.428 1.1 0.0 0.0
C 1.499 -1.160 -1.915 -0.8 0.1 0.4
C 0.402 -1.435 -1.094 0.8 -0.6 0.9
C 0.795 -1.828 0.237 -0.5 -0.2 -0.2
C 2.084 -1.938 0.659 1.3 0.1 1.0
C 3.158 -1.537 -0.115 -1.2 -0.4 -0.8
Cr -0.215 -0.006 0.670 -1.3 0.4 0.9
P -2.346 1.004 -0.278 0.1 0.4 -0.3
H 6.868 0.320 -3.644 -0.1 0.0 0.1
H 4.912 -3.190 -5.255 -0.1 0.1 0.2
H 8.760 -0.117 -5.186 -0.7 -0.5 0.0
H 6.876 -3.502 -6.749 -0.2 0.7 0.7
H 4.191 -1.580 0.222 -0.3 0.0 -0.1
H 1.393 -0.923 -2.969 -0.3 -0.1 0.1
H 2.246 -2.300 1.652 0.4 0.0 0.2
H -0.599 -1.419 -1.497 0.0 -0.1 0.0
C -3.683 1.555 0.888 0.6 -0.1 0.3
C -4.125 3.007 0.814 -0.1 0.7 -0.2
H -3.317 1.328 1.896 -0.2 0.0 -0.1
H -4.535 0.899 0.701 0.1 -0.2 0.0
H -4.902 3.199 1.566 0.3 -0.1 -0.1
H -3.292 3.700 1.006 -0.3 -0.2 0.0
H -4.568 3.271 -0.155 0.2 -0.1 0.3
C -1.270 2.380 -0.874 0.2 0.4 0.2
C -0.752 2.298 -2.312 -0.6 1.4 0.3
H -0.340 2.409 -0.301 -0.3 0.0 0.3
H -1.779 3.327 -0.653 0.2 0.0 -0.1
H 0.068 3.039 -2.392 -0.5 -0.4 -0.2
H -0.366 1.329 -2.514 0.4 -0.9 -0.4
H -1.554 2.553 -3.005 0.4 -0.1 -0.2
C -3.288 0.576 -1.789 0.1 -0.4 0.1
C -4.122 1.743 -2.346 -0.3 0.1 -0.1
H -3.940 -0.262 -1.517 0.1 0.2 -0.2
H -2.568 0.219 -2.531 -0.1 0.0 0.0
H -4.477 1.494 -3.363 0.2 0.1 0.5
H -5.014 1.925 -1.722 0.4 -0.1 -0.3
H -3.539 2.674 -2.414 -0.3 -0.3 0.0
Br 0.055 -2.411 2.656 -0.5 -0.1 -1.9
P 1.170 1.849 3.197 0.7 0.8 1.3
C -0.155 2.696 2.253 0.7 -0.7 -0.1
C -0.355 4.127 2.686 -0.8 0.7 0.1
H -1.072 2.117 2.291 -0.5 -0.1 -0.2
H 0.244 2.691 1.249 0.0 0.2 -0.3
H -0.796 4.700 1.861 -0.1 0.0 0.2
H -1.043 4.188 3.541 0.3 0.0 -0.2
H 0.576 4.624 2.958 0.0 -0.2 0.0
C 0.381 0.499 4.160 0.3 0.2 0.1
C 1.047 0.353 5.520 0.8 0.3 0.7
H 0.498 -0.463 3.662 -0.6 0.6 0.2
H -0.661 0.812 4.331 0.1 -0.4 -0.3
H 0.486 -0.352 6.116 -0.2 -0.3 0.2
H 2.071 -0.082 5.444 -0.6 0.6 0.0
H 1.073 1.304 6.108 0.2 -0.7 -0.6
C 2.323 1.120 1.938 -0.6 -0.1 0.9
C 3.630 1.902 1.924 0.2 -0.1 -0.6
H 1.834 1.080 0.953 0.3 0.0 -0.5
H 2.510 0.102 2.265 0.1 -0.3 0.0
H 4.394 1.294 1.439 0.1 0.2 -0.2
H 3.515 2.838 1.374 0.1 0.0 0.1
H 3.997 2.129 2.929 -0.3 -0.1 -0.1
N -2.202 -2.242 0.247 1.6 0.6 -0.6
C -3.336 -2.880 0.723 0.0 0.2 1.4
C -4.542 -2.630 0.078 0.0 -1.0 0.4
C -5.635 -3.409 0.426 0.7 0.2 0.6
C -5.507 -4.306 1.499 -0.4 0.1 0.3
C -4.335 -4.418 2.259 0.8 0.0 0.4
C -3.213 -3.658 1.896 -0.9 -0.2 -0.7
H -2.316 -1.983 -0.734 0.3 -0.4 0.4
H -1.315 -2.732 0.477 -1.2 0.4 -0.6
H -4.567 -1.883 -0.698 -0.2 -0.1 -0.3
H -6.543 -3.265 -0.131 -0.4 -0.2 0.1
H -6.381 -4.858 1.823 0.1 -0.1 -0.2
H -4.232 -5.110 3.140 -0.5 0.8 -1.1
H -2.269 -3.639 2.456 -0.6 -0.4 -0.4